# 1
DFT (ωB97M-V/def2-TZVPD) results for 2 unconnected molecules or ions with the total composition C5H14.

Summary:
**LUMO**: 1.08 eV
**HOMO level**: -10.56 eV
**Energy above the lowest of the compared OMol25 structures with the same formula, charge and spin**: 68.2 kcal per mole
**Energy**: -198.78041 hartree
**Orbital gap**: 11.639 eV

Structure (ORCA input):
```
! RIJCOSX wB97M-V def2-TZVPD def2/J DEFGRID3
* xyz 0 1
C -1.13 -0.15 -1.94
C 2.11 0.37 1.90
C -2.11 -0.40 -0.70
C 1.43 -1.02 2.12
C -0.53 1.33 -1.77
H -2.17 0.55 -0.09
H -1.53 -0.34 -2.96
H 1.32 0.88 1.23
H 0.99 -1.16 3.18
H -3.11 -0.81 -0.88
H -1.45 -1.07 -0.06
H 3.06 0.15 1.49
H 2.02 -1.88 2.13
H 2.19 0.90 2.84
H 0.75 -1.43 1.19
H -0.12 1.35 -2.86
H -1.54 2.09 -1.80
H -0.25 -0.93 -1.92
H 0.07 1.58 -1.10
*
```



# 2
DFT (ωB97M-V/def2-TZVPD) results for a molecular structure, C36H31AsIrN4O8S.

Summary:
**LUMO (spin up / spin down)**: -1.29 / -1.40 eV
**HOMO level (spin up / spin down)**: -8.00 / -8.24 eV
**Energy**: -4949.64564 hartree
**Orbital gap (spin up / spin down)**: 6.708 / 6.836 eV
**Expectation value of S²**: 0.860

Structure (ORCA input):
```
! RIJCOSX wB97M-V def2-TZVPD def2/J DEFGRID3
* xyz 0 2
Ir 0.26 0.32 0.02
As 0.47 2.69 -2.18
S -2.19 1.55 -0.53
O -0.05 2.47 -3.70
O -1.29 1.03 -1.60
O -1.92 0.71 0.67
O 0.02 -2.17 3.08
O 0.34 2.12 1.73
O -3.57 1.65 -0.89
O 1.81 3.86 -2.39
O 1.34 1.42 -1.42
N 0.26 -0.09 2.08
N 2.65 -1.20 -1.67
N 4.52 -0.80 -0.36
N 2.45 -0.07 0.36
C -0.04 1.22 3.98
C 1.56 -1.18 -4.31
C 0.77 -1.62 -3.10
C -0.46 3.67 -0.79
C 0.04 -0.97 3.13
C -1.55 4.97 1.42
C 1.31 -1.49 -1.82
C 3.17 -0.70 -0.52
C 6.09 -3.67 -2.13
C 7.78 -2.18 -1.32
C -1.57 3.15 -0.12
C 0.09 4.87 -0.34
C 7.21 -0.08 -0.04
C -0.34 -0.46 5.68
C -0.40 1.90 6.21
C 3.19 2.68 0.90
C 0.20 1.20 2.52
C 3.12 -0.74 2.59
C -0.13 -0.12 4.37
C -0.45 5.50 0.77
C -0.48 0.57 6.61
C 5.46 -1.67 -0.94
C 5.11 -2.85 -1.60
C -0.78 -2.20 -0.83
C 7.43 -3.34 -2.00
C -0.17 2.25 4.88
C 3.58 1.90 3.27
C 2.98 0.27 1.63
C -1.30 -2.40 -2.09
C 3.26 1.60 1.94
C 3.65 0.92 4.24
C -0.54 -2.08 -3.21
C 6.81 -1.33 -0.79
C 0.51 -1.68 -0.69
C -2.12 3.79 0.98
C 3.45 -0.41 3.90
H 6.72 0.80 -0.46
H -1.96 5.46 2.30
H 3.75 2.94 3.53
H -0.09 3.28 4.57
H 2.89 -1.76 2.31
H 3.22 -1.14 -2.50
H 1.84 -0.13 -4.19
H 3.87 1.19 5.27
H 8.28 0.07 -0.10
H -0.97 -2.19 -4.20
H 2.46 -1.79 -4.46
H 4.86 -0.26 0.43
H 3.53 -1.20 4.64
H 0.95 -1.25 -5.21
H 3.74 3.56 1.22
H 0.96 5.27 -0.83
H 2.16 2.96 0.72
H 8.82 -1.92 -1.21
H -1.37 -2.42 0.06
H 2.03 3.81 -3.33
H -0.40 -1.50 5.98
H 8.20 -3.98 -2.40
H 0.00 6.42 1.13
H 6.94 -0.15 1.02
H -0.65 0.33 7.65
H -2.31 -2.77 -2.21
H 3.59 2.34 -0.06
H -0.51 2.68 6.95
H 4.07 -3.14 -1.67
H -2.96 3.34 1.48
H 5.80 -4.59 -2.63
*
```



# 3
DFT (ωB97M-V/def2-TZVPD) results for a molecular structure, C20H20IrN4OS2.

Summary:
**LUMO (spin up / spin down)**: 2.83 / 2.75 eV
**HOMO level (spin up / spin down)**: -1.27 / -4.51 eV
**Energy above the lowest of the compared OMol25 structures with the same formula, charge and spin**: 22.4 kcal per mole
**Energy**: -1968.98606 hartree
**Orbital gap (spin up / spin down)**: 4.102 / 7.256 eV
**Expectation value of S²**: 6.049

Structure (ORCA input):
```
! RIJCOSX wB97M-V def2-TZVPD def2/J DEFGRID3
* xyz -1 5
Ir 1.17 1.14 -0.56
S -2.62 0.31 -3.37
S 0.22 1.21 -2.73
O 1.81 1.05 1.97
N -1.70 0.47 -0.93
N 3.01 2.89 -2.24
N 2.72 2.61 -0.95
N -0.78 0.69 0.02
C -1.87 -1.25 -3.94
C -2.72 -4.09 -1.57
C -1.63 -4.06 -0.71
C -2.39 -0.65 1.30
C 1.05 1.62 4.05
C 4.33 3.12 -2.42
C -1.47 0.69 3.62
C 4.92 3.04 -1.18
C -1.14 1.19 4.87
C -1.17 0.22 1.26
C -2.79 -3.20 -2.63
C -1.39 0.73 -2.16
C -1.78 -2.27 -2.85
C -0.69 -2.25 -1.98
C 0.73 1.09 2.81
C -0.59 0.65 2.51
C 1.94 -0.01 0.98
C 3.88 2.73 -0.29
C 0.13 1.69 5.09
C -0.62 -3.13 -0.92
H -3.33 -0.09 1.27
H 1.37 -0.89 1.29
H -3.65 -3.21 -3.29
H -2.41 -1.30 0.43
H -3.51 -4.81 -1.42
H -1.58 -4.74 0.13
H 0.23 -3.08 -0.24
H -2.50 -1.60 -4.76
H 3.01 -0.23 0.96
H 2.26 2.80 -2.91
H 3.90 2.57 0.77
H 5.96 3.18 -0.96
H -0.88 -1.02 -4.33
H 0.42 2.10 6.05
H 4.73 3.33 -3.40
H 0.10 -1.51 -2.12
H 2.07 1.94 4.19
H -2.39 -1.26 2.20
H -1.89 1.20 5.65
H -2.49 0.36 3.47
*
```



# 4
DFT (ωB97M-V/def2-TZVPD) results for a single C4H9NOS molecule.

Summary:
**LUMO**: 0.35 eV
**HOMO level**: -9.25 eV
**Energy above the lowest of the compared OMol25 structures with the same formula, charge and spin**: 65.6 kcal per mole
**Energy**: -685.91446 hartree
**Orbital gap**: 9.598 eV

Structure (ORCA input):
```
! RIJCOSX wB97M-V def2-TZVPD def2/J DEFGRID3
* xyz 0 1
S 0.51 2.60 -0.40
O -1.73 -1.46 1.65
N 1.33 -1.34 0.20
C -0.28 1.12 -1.37
C -0.71 -0.07 -0.58
C 0.17 -0.50 0.60
C -0.55 -1.22 1.71
H -0.97 -0.88 -1.34
H 1.25 -1.76 -0.72
H -1.09 1.52 -2.02
H 0.63 2.94 0.92
H 2.06 -0.68 -0.16
H 0.03 -1.68 2.58
H -1.74 0.14 -0.22
H 0.53 0.39 1.17
H 0.57 0.89 -2.03
*
```



# 5
DFT (ωB97M-V/def2-TZVPD) results for 3 unconnected molecules or ions with the total composition C19H44BNO7S2.

Summary:
**LUMO**: 0.20 eV
**HOMO level**: -9.13 eV
**Energy**: -2153.08582 hartree
**Orbital gap**: 9.333 eV

Structure (ORCA input):
```
! RIJCOSX wB97M-V def2-TZVPD def2/J DEFGRID3
* xyz 0 1
S -0.34 -0.61 -4.40
S -4.58 1.04 -2.14
O -1.75 2.41 -0.06
O 0.53 -1.47 -5.41
O 0.30 0.65 -4.17
O -5.11 0.33 0.55
O -3.00 0.33 1.34
O -1.70 -0.58 -4.86
O -1.81 1.93 -2.40
N -3.28 0.61 -0.98
C 2.14 1.35 0.02
C -0.64 4.57 -0.15
C 3.28 0.35 -2.72
C -1.97 3.84 -0.02
C -2.24 -3.58 6.19
C -0.83 -3.11 5.88
C -1.10 -2.09 2.95
C -0.17 -0.86 -1.67
C -1.41 -1.05 -0.79
C 5.82 0.54 -2.97
C 0.36 -1.86 2.55
C -1.52 -1.29 4.18
C -2.78 -0.74 -1.40
C 3.15 2.11 -0.84
C -0.21 -1.65 -2.98
C 4.65 -0.19 -2.31
C 3.02 1.80 -2.34
C -0.76 -1.64 5.46
C -3.91 0.41 0.55
B -2.23 1.72 -1.12
H -2.69 -2.99 6.99
H 3.17 0.26 -3.81
H -2.59 -1.44 4.34
H -1.27 -3.16 3.11
H -2.82 -0.82 -2.49
H -2.48 4.04 0.91
H 2.25 1.62 1.07
H -0.21 -3.24 6.77
H -1.09 -2.30 -3.01
H 2.51 -0.29 -2.29
H 0.17 3.90 0.15
H -2.64 4.12 -0.85
H -0.46 4.85 -1.19
H 1.05 -2.18 3.33
H -0.60 5.45 0.48
H 0.59 -0.98 -6.24
H 5.75 0.49 -4.05
H 3.01 3.18 -0.69
H 4.70 -1.25 -2.59
H 0.61 -2.43 1.65
H -1.29 -0.54 0.16
H 2.02 2.08 -2.67
H -1.43 -2.12 -0.55
H 4.76 -0.16 -1.23
H -4.77 2.28 -1.68
H -2.24 -4.62 6.51
H 1.12 1.59 -0.28
H 0.65 -2.31 -3.11
H 0.01 0.19 -1.87
H -0.92 2.31 -2.40
H 5.84 1.60 -2.68
H 0.69 -1.20 -1.09
H 6.77 0.11 -2.67
H 2.27 0.27 -0.05
H 4.17 1.89 -0.50
H -1.40 -0.23 3.97
H -1.15 -1.02 6.27
H 0.54 -0.80 2.35
H -3.50 -1.46 -1.01
H 3.71 2.45 -2.89
H -1.75 -1.79 2.12
H 0.29 -1.35 5.35
H -2.89 -3.51 5.31
H -0.39 -3.74 5.11
*
```



# 6
DFT (ωB97M-V/def2-TZVPD) results for a single C5H6O2 molecule.

Summary:
**LUMO**: 0.62 eV
**HOMO level**: -10.12 eV
**Energy above the lowest of the compared OMol25 structures with the same formula, charge and spin**: 54.7 kcal per mole
**Energy**: -344.51476 hartree
**Orbital gap**: 10.744 eV

Structure (ORCA input):
```
! RIJCOSX wB97M-V def2-TZVPD def2/J DEFGRID3
* xyz 0 1
O -0.95 1.96 0.75
O -2.30 -0.37 -0.05
C 0.06 0.09 -0.38
C 0.04 1.48 0.25
C 1.42 -0.44 -0.38
C 2.57 -0.81 -0.38
C -1.01 -0.81 0.28
H -0.85 -0.83 1.37
H -0.26 0.22 -1.43
H -2.38 0.52 0.31
H -0.91 -1.84 -0.09
H 3.59 -1.14 -0.41
H 1.00 2.03 0.22
*
```



# 7
DFT (ωB97M-V/def2-TZVPD) results for a molecular structure, C24H29Cl5N5Ru.

Summary:
**LUMO (spin up / spin down)**: -6.16 / -6.26 eV
**HOMO level (spin up / spin down)**: -12.69 / -12.75 eV
**Energy above the lowest of the compared OMol25 structures with the same formula, charge and spin**: 0.0 kcal per mole
**Energy**: -3600.99590 hartree
**Orbital gap (spin up / spin down)**: 6.534 / 6.495 eV
**Expectation value of S²**: 0.756

Structure (ORCA input):
```
! RIJCOSX wB97M-V def2-TZVPD def2/J DEFGRID3
* xyz 2 2
Ru -0.07 0.06 -0.18
Cl -0.93 5.10 2.15
Cl 4.11 4.25 0.56
Cl -1.77 2.44 0.97
Cl 2.03 6.01 2.01
Cl 3.40 1.63 -0.66
N -1.77 0.26 -1.59
N -1.40 -0.55 1.01
N 1.16 -0.93 1.32
N 3.98 -1.87 -3.85
N 1.20 -0.01 -2.04
C 1.57 4.51 1.35
C -5.11 -0.90 0.73
C 0.10 -0.52 4.93
C -1.81 -0.32 3.48
C 1.10 -2.38 0.97
C 0.79 1.95 0.29
C -1.87 1.56 -2.29
C -0.10 2.85 0.89
C -2.95 0.00 -0.72
C 0.36 -0.77 2.56
C -2.74 -0.51 0.56
C -4.23 0.11 -1.25
C -3.84 -1.01 1.26
C 2.91 -0.82 -3.62
C 2.58 -0.63 1.58
C -1.79 -0.83 -2.60
C 2.09 2.46 0.19
C 0.92 -0.74 3.83
C 2.11 -1.11 -2.35
C 0.24 4.09 1.42
C 2.49 3.70 0.70
C -5.32 -0.31 -0.51
C -1.25 -0.29 4.74
C -1.02 -0.60 2.38
H 1.59 -2.97 1.74
H 3.44 0.13 -3.55
H 0.53 -0.49 5.92
H 4.46 -1.71 -4.74
H 1.98 -0.87 3.97
H -2.68 1.56 -3.01
H -1.88 -0.07 5.60
H -0.89 -0.84 -3.21
H 3.59 -2.82 -3.89
H 0.06 -2.69 0.88
H -4.38 0.52 -2.24
H -2.03 2.35 -1.57
H -2.86 -0.08 3.37
H 2.69 0.38 1.97
H 1.74 0.85 -1.92
H -6.32 -0.21 -0.90
H 3.14 -0.71 0.65
H 1.61 -2.54 0.02
H -5.95 -1.27 1.30
H 2.29 -0.82 -4.52
H 1.54 -2.03 -2.45
H 2.79 -1.22 -1.50
H 0.57 0.16 -2.82
H 4.69 -1.86 -3.11
H -1.89 -1.79 -2.10
H -0.94 1.76 -2.83
H -2.64 -0.71 -3.27
H -3.71 -1.51 2.21
H 3.00 -1.34 2.29
*
```



# 8
DFT (ωB97M-V/def2-TZVPD) results for 2 unconnected molecules or ions with the total composition C4H9NO2.

Summary:
**LUMO (spin up / spin down)**: -7.84 / -7.97 eV
**HOMO level (spin up / spin down)**: -15.10 / -14.71 eV
**Energy above the lowest of the compared OMol25 structures with the same formula, charge and spin**: 146.6 kcal per mole
**Energy**: -362.52629 hartree
**Orbital gap (spin up / spin down)**: 7.256 / 6.739 eV
**Expectation value of S²**: 0.775

Structure (ORCA input):
```
! RIJCOSX wB97M-V def2-TZVPD def2/J DEFGRID3
* xyz 1 2
O -1.89 -0.44 -0.37
O 2.45 0.63 -0.44
N 0.69 -1.10 0.14
C -2.97 -1.14 -0.87
C 1.73 1.06 0.51
C 0.08 1.31 0.42
C 0.61 0.07 0.93
H -0.58 1.81 1.12
H -0.03 1.42 -0.65
H 1.46 -1.10 -0.51
H -3.38 -1.86 -0.15
H 0.66 -0.12 2.01
H -0.23 -1.13 -0.38
H -2.72 -1.81 -1.75
H -3.81 -0.51 -1.18
H 2.26 1.82 1.09
*
```



# 9
DFT (ωB97M-V/def2-TZVPD) results for 3 unconnected molecules or ions with the total composition C34H64ClF6N2O7S3.

Summary:
**LUMO**: -2.72 eV
**HOMO level**: -10.45 eV
**Energy above the lowest of the compared OMol25 structures with the same formula, charge and spin**: 21.1 kcal per mole
**Energy**: -4223.65461 hartree
**Orbital gap**: 7.731 eV

Structure (ORCA input):
```
! RIJCOSX wB97M-V def2-TZVPD def2/J DEFGRID3
* xyz 1 1
Cl 3.02 0.75 -4.33
S -4.19 -1.93 5.01
S -3.34 -1.03 2.36
S 4.85 -0.74 -0.19
F 5.99 -3.85 1.73
F 6.20 -1.41 1.77
F 4.13 -1.23 2.39
F 3.80 -1.69 -2.85
F 4.55 -3.70 0.08
F 3.85 -3.69 2.15
O -4.74 3.59 -2.42
O 2.70 1.74 -0.62
O 5.21 0.58 0.20
O 0.74 4.03 -2.51
O 5.73 -1.48 -1.02
O -2.01 -3.71 -0.95
O 1.51 4.63 -0.50
N -1.64 -1.73 4.52
N 2.21 -0.62 0.35
C -2.17 -4.10 -2.31
C 5.80 2.47 -2.06
C -0.69 -2.53 3.76
C 2.88 -1.80 -1.83
C 5.21 1.25 -2.77
C -3.73 3.70 -3.41
C -1.07 -0.51 5.10
C -2.96 -1.60 4.03
C -4.27 1.21 1.23
C -1.30 0.82 4.37
C 0.89 3.77 -1.33
C 0.99 0.22 0.17
C -0.19 -1.95 2.42
C 4.84 -3.29 1.33
C 1.34 -1.93 2.32
C -2.61 4.66 -3.05
C -2.92 1.83 0.88
C -4.27 0.51 2.57
C 1.52 -3.09 -3.45
C 1.50 -1.93 -2.44
C 4.94 -1.71 1.42
C -0.22 -5.31 -0.43
C 2.83 0.72 -1.61
C 1.42 1.68 -0.01
C -6.17 5.41 -3.28
C 1.77 -1.96 0.84
C -0.04 1.69 4.49
C -0.30 3.16 4.20
C -5.43 4.79 -2.10
C 0.35 2.49 -0.72
C -3.20 -5.20 -2.52
C 3.13 -0.60 -0.88
C 3.69 1.31 -2.74
C -1.58 -4.73 -0.06
H -1.07 -3.53 3.63
H 0.39 1.62 5.48
H 0.43 -0.13 -0.69
H -0.23 -5.80 -1.40
H -2.94 2.14 -0.16
H -5.49 5.71 -4.07
H -4.16 -4.90 -2.13
H 0.00 -0.64 5.25
H 0.88 -2.23 0.29
H -1.48 0.70 3.31
H 1.66 -0.99 2.77
H -3.32 2.69 -3.51
H 3.42 2.35 -2.75
H -4.75 5.52 -1.65
H -1.48 -0.41 6.10
H -2.50 -3.20 -2.83
H -4.17 3.96 -4.38
H -4.51 0.48 0.46
H 5.49 1.38 -3.81
H 2.73 -0.11 1.08
H -6.15 4.51 -1.33
H -5.04 1.98 1.20
H 1.56 2.07 1.00
H 0.52 -3.41 -3.69
H -0.39 2.77 0.02
H 1.86 0.66 -2.08
H 1.74 -2.77 2.87
H 0.66 3.68 4.16
H 6.88 2.42 -2.04
H -1.21 -4.38 -2.75
H 0.72 -2.18 -1.72
H 5.53 3.34 -2.66
H 5.67 0.32 -2.47
H 1.66 4.24 0.37
H 0.54 -4.52 -0.47
H 5.37 2.63 -1.08
H 0.18 -2.63 4.41
H -6.88 4.70 -3.70
H -2.71 2.72 1.46
H 2.48 -2.76 0.69
H -0.61 -0.96 2.32
H -3.30 -5.41 -3.59
H -2.10 1.40 4.82
H -0.58 -2.52 1.58
H -1.52 -4.25 0.91
H -2.97 5.69 -2.95
H -0.77 3.33 3.24
H -3.82 1.12 3.35
H -5.28 0.30 2.89
H 1.19 -1.06 -3.00
H 2.13 -3.90 -3.07
H -2.32 -5.52 0.02
H -6.71 6.30 -2.95
H -2.91 -6.13 -2.03
H 2.00 -2.77 -4.37
H -0.16 1.90 -1.46
H -0.86 3.65 4.99
H 3.12 -2.75 -1.35
H 0.35 0.18 1.05
H -2.14 4.37 -2.11
H -2.11 1.11 0.98
H 0.09 -6.04 0.32
H 0.73 1.35 3.80
H -1.85 4.66 -3.83
*
```



# 10
DFT (ωB97M-V/def2-TZVPD) results for 2 unconnected molecules or ions with the total composition C7H11N.

Summary:
**LUMO (spin up / spin down)**: 0.40 / -0.42 eV
**HOMO level (spin up / spin down)**: -7.76 / -7.84 eV
**Energy above the lowest of the compared OMol25 structures with the same formula, charge and spin**: 145.7 kcal per mole
**Energy**: -327.85575 hartree
**Orbital gap (spin up / spin down)**: 8.154 / 7.412 eV

Structure (ORCA input):
```
! RIJCOSX wB97M-V def2-TZVPD def2/J DEFGRID3
* xyz 0 1
N -0.19 2.04 0.33
C 0.98 -1.42 0.90
C 1.25 -0.58 -0.31
C -2.61 -0.72 -0.79
C 2.50 0.00 -0.45
C 3.56 0.58 -0.49
C -1.65 0.24 -0.29
C -1.43 1.43 0.18
H -2.42 -0.95 -1.84
H 0.57 1.37 0.19
H -0.08 -1.62 1.02
H 1.50 -2.38 0.82
H 0.66 -0.75 -1.20
H 4.53 0.97 -0.57
H -2.26 2.10 0.45
H -2.56 -1.66 -0.22
H -0.09 2.61 1.16
H 1.36 -0.93 1.80
H -3.63 -0.33 -0.71
*
```